Record 1
The following is a quantum chemistry calculation of a 2-piece molecular cluster, F2N2 overall at a distorted geometry, from the Open Molecules 2025 dataset.

Properties
Expectation value of S²: 2.008
Gap between HOMO and LUMO (spin up / spin down) (eV): 11.3 / 9.3
E_LUMO (spin up / spin down) (eV): 1.36 / -4.35
E_HOMO (spin up / spin down) (Ha): -0.3646 / -0.5023

The geometry in ORCA input format:
```
! RIJCOSX wB97M-V def2-TZVPD def2/J DEFGRID3
* xyz 0 3
N 0.4842 -0.1139 -0.0715
N 1.4237 -0.7224 0.0438
F 0.1655 1.1719 0.0176
F -2.0733 -0.3356 0.0101
*
```



Record 2
The following is a quantum chemistry calculation of one molecule with the formula C4H6N2O at a distorted geometry, from the Open Molecules 2025 dataset.

Properties
Energy above the lowest of the compared OMol25 structures with the same formula, charge and spin (eV): 3.7720
Gap between HOMO and LUMO (eV): 8.7
SMILES: [H]/N=C/C(=C)C(N)=O
E_LUMO (eV): 0.30
E_HOMO (Ha): -0.3097

The geometry in ORCA input format:
```
! RIJCOSX wB97M-V def2-TZVPD def2/J DEFGRID3
* xyz 0 1
H -2.2761 -1.9822 1.5555
N -1.6811 -1.7089 0.7794
C -0.7638 -0.9109 1.0936
C -0.3035 0.4501 0.0092
C -0.7824 1.5826 -0.4856
C 1.0124 -0.1353 -0.1156
N 1.8501 0.0849 -1.1343
O 1.0761 -1.1832 0.5897
H -0.4593 -0.6169 2.0993
H -0.1414 2.3430 -0.9292
H -1.8387 1.8042 -0.3870
H 2.7140 -0.4312 -1.1915
H 1.5938 0.7039 -1.8835
*
```



Record 3
The following is a quantum chemistry calculation of C54H109F4N6O30 as an isolated structure at a distorted geometry, from the Open Molecules 2025 dataset.

Properties
Gap between HOMO and LUMO (eV): 5.5
E_LUMO (eV): -2.56
E_HOMO (Ha): -0.2958

The geometry in ORCA input format:
```
! RIJCOSX wB97M-V def2-TZVPD def2/J DEFGRID3
* xyz 1 1
C 3.9683 -2.9652 -4.4941
N 2.6356 -2.3215 -4.5845
C 2.8688 -0.8240 -4.2736
C 2.1391 -2.2768 -6.0333
C 1.6808 -2.9606 -3.6071
C 0.2006 -2.7328 -3.8511
O -0.1877 -1.4491 -3.4513
H 4.2940 -2.8712 -3.4531
H 4.7239 -2.4503 -5.0904
H 3.9952 -3.9695 -4.9161
H 3.5775 -0.3470 -4.9424
H 3.1205 -0.7837 -3.2124
H 1.8651 -0.4234 -4.4126
H 2.9063 -1.6881 -6.5296
H 1.1786 -1.8055 -6.2140
H 2.1528 -3.3313 -6.3052
H 2.0199 -2.6814 -2.6074
H 1.8888 -4.0323 -3.6410
H -0.1885 -3.4507 -3.1136
H -0.2340 -3.0302 -4.8073
H -1.1833 -1.3582 -3.4469
C -0.0042 -5.4006 1.6245
N -1.3161 -5.1739 2.2770
C -1.3135 -6.0943 3.4955
C -1.3595 -3.7748 2.9098
C -2.4292 -5.4795 1.3115
C -2.3397 -4.7839 -0.0538
O -2.1210 -3.4263 0.0529
H 0.0637 -6.4138 1.2289
H 0.7749 -5.2884 2.3735
H 0.1705 -4.7560 0.7657
H -2.1892 -5.8201 4.0832
H -0.4308 -5.8070 4.0569
H -1.3786 -7.1342 3.1885
H -0.6946 -3.7162 3.7643
H -2.3959 -3.4546 2.9578
H -0.9055 -3.1350 2.1518
H -3.3879 -5.2069 1.7541
H -2.4221 -6.5495 1.1072
H -3.2690 -5.0124 -0.5868
H -1.5933 -5.3442 -0.6304
H -2.2593 -3.0144 -0.8121
C -2.0096 -0.4022 0.5451
N -0.7839 0.0935 -0.1492
C -1.1660 0.9278 -1.3555
C -0.1129 1.0345 0.8275
C 0.0168 -1.1139 -0.5757
C 1.3651 -0.8801 -1.2015
O 2.1900 -0.0914 -0.3778
H -2.6051 0.4711 0.8014
H -1.6189 -0.9836 1.3802
H -2.5304 -1.1187 -0.0839
H -1.4467 0.3024 -2.2050
H -0.3900 1.5905 -1.7336
H -2.0178 1.5152 -1.0300
H -0.7972 1.8067 1.1744
H 0.6307 1.5002 0.1865
H 0.3379 0.4988 1.6593
H -0.6078 -1.6659 -1.2797
H 0.1295 -1.7372 0.3143
H 1.3168 -0.3204 -2.1393
H 1.8667 -1.8154 -1.4658
H 3.0457 -0.0788 -0.8751
C 3.5925 -2.6070 1.5484
N 4.4097 -1.6077 2.2734
C 5.2747 -2.3895 3.2420
C 5.3187 -0.8167 1.3861
C 3.5181 -0.6102 3.0388
C 2.6797 -1.1582 4.1904
O 1.6365 -2.0175 3.7484
H 2.8577 -2.0884 0.9314
H 3.1440 -3.2934 2.2593
H 4.2669 -3.1308 0.8710
H 5.7577 -1.6391 3.8643
H 5.9828 -3.0218 2.7117
H 4.6179 -3.0486 3.8056
H 4.6393 -0.2586 0.7364
H 5.8931 -1.4534 0.7145
H 5.8297 -0.1242 2.0484
H 2.8554 -0.1508 2.3011
H 4.1082 0.2614 3.3219
H 2.1990 -0.3834 4.7882
H 3.3130 -1.7247 4.8790
H 1.6903 -2.8393 4.2398
C -6.9122 -1.8833 2.1948
N -6.3293 -2.2261 0.8389
C -6.9908 -1.1988 -0.0997
C -4.8362 -2.1518 0.8127
C -6.9565 -3.5636 0.4136
C -6.3955 -4.1776 -0.8956
O -6.6917 -3.4017 -2.0191
H -7.9941 -1.8352 2.1011
H -6.5123 -0.9459 2.5771
H -6.6986 -2.6754 2.9139
H -6.6931 -0.2250 0.2942
H -8.0760 -1.1954 -0.0585
H -6.5483 -1.3414 -1.0824
H -4.6220 -1.3373 1.4999
H -4.4916 -2.1953 -0.2236
H -4.4577 -3.0888 1.2277
H -8.0413 -3.5221 0.4714
H -6.6405 -4.1188 1.3045
H -6.9618 -5.1036 -1.0304
H -5.3503 -4.4429 -0.7256
H -5.8439 -2.9499 -2.2374
C -3.3777 -1.6798 -2.9393
O -2.6194 -2.4422 -2.2639
O -4.6662 -1.7426 -2.7403
O -2.8730 -0.8989 -3.8094
C 4.8596 -1.4140 -2.2231
O 6.1125 -1.5736 -2.3992
O 4.4410 -0.3014 -1.6895
O 3.9887 -2.3310 -2.5207
C 2.2369 4.5829 4.4953
C 2.9944 3.5237 3.6238
C 3.8215 4.3171 2.6465
C 5.1486 4.7941 3.1719
C 5.9469 3.7156 3.9034
C 5.1623 2.8623 4.9029
N 3.8033 2.5808 4.3904
O 3.0461 1.9008 5.3849
C 5.9346 1.5224 4.9480
C 5.2259 3.5833 6.2757
C 1.9659 2.7115 2.7939
H 1.4760 5.1363 3.9491
H 2.9103 5.3131 4.9504
H 1.7972 4.0863 5.3643
H 4.1090 3.7185 1.7747
H 3.1852 5.1277 2.2898
H 4.9864 5.6732 3.8042
H 5.7731 5.2033 2.3758
H 6.5480 4.4371 4.4680
H 6.7398 3.2222 3.3427
H 5.3242 0.8446 5.5520
H 5.9271 1.0565 3.9638
H 6.9314 1.6902 5.3482
H 4.7740 2.9848 7.0661
H 6.2640 3.8248 6.4998
H 4.7674 4.5725 6.2075
H 1.2157 2.1696 3.3767
H 2.5632 1.8847 2.4066
H 1.4535 3.2945 2.0317
H 2.8735 2.6466 5.9785
C -2.8685 7.0770 0.2302
C -2.5708 6.8282 -1.2460
O -2.1219 5.5108 -1.3427
C -2.0344 4.9738 -0.1122
O -1.7351 3.8251 0.1222
O -2.3943 5.8721 0.8183
H -3.9080 7.3122 0.4497
H -2.2031 7.8957 0.4973
H -1.8079 7.5830 -1.4554
H -3.3722 6.9615 -1.9730
C 0.1635 6.9264 -4.2887
C 0.0118 6.0421 -5.5078
O -0.3886 4.7694 -4.9778
C -0.1330 4.7706 -3.6734
O -0.3134 3.7907 -3.0152
O 0.4400 5.9485 -3.2856
H -0.7128 7.4191 -3.8561
H 0.9246 7.6953 -4.4052
H 1.0199 5.8536 -5.8862
H -0.5947 6.3532 -6.3534
C -4.0294 2.6383 -2.5853
C -5.1527 1.6544 -2.2692
O -6.2887 2.4433 -2.5524
C -5.9914 3.7723 -2.6004
O -6.7519 4.6717 -2.4465
O -4.6534 3.9154 -2.6345
F -5.3495 1.3746 -0.9191
H -3.5972 2.2890 -3.5215
H -3.3161 2.6747 -1.7662
H -5.0697 0.7128 -2.8151
C -3.7164 3.5944 4.5694
C -2.9460 3.8830 3.2970
O -3.7738 3.3003 2.2930
C -4.4592 2.2783 2.9042
O -4.8857 1.3634 2.2501
O -4.3859 2.3917 4.2047
F -1.7134 3.3097 3.4348
H -4.4372 4.4097 4.6591
H -3.1046 3.5326 5.4632
H -2.8735 4.9642 3.2100
C 4.3943 -4.9252 -1.3370
C 2.9485 -4.6887 -1.6816
O 2.2788 -5.0865 -0.4663
C 3.1134 -5.7796 0.3428
O 2.8346 -6.2753 1.4031
O 4.3327 -5.7823 -0.1899
F 2.4967 -5.5731 -2.6221
H 4.9157 -3.9972 -1.1017
H 4.9050 -5.5008 -2.1053
H 2.6288 -3.7030 -2.0120
C -1.3142 1.5214 -5.2098
C -0.1869 1.6965 -6.2401
O -0.7121 2.7146 -7.0775
C -2.0487 2.6540 -7.0370
O -2.8368 3.1802 -7.7695
O -2.4310 1.8505 -6.0668
F -0.0338 0.5556 -6.9745
H -1.3612 2.2587 -4.4127
H -1.3563 0.4794 -4.8980
H 0.7800 1.9087 -5.7867
*
```



Record 4
The following is a quantum chemistry calculation of one molecule with the formula C13H18ClNO2 at a distorted geometry, from the Open Molecules 2025 dataset.

Properties
Energy above the lowest of the compared OMol25 structures with the same formula, charge and spin (eV): 0.9231
Gap between HOMO and LUMO (eV): 9.3
SMILES: CCOC(=O)[C@@H](c1ccccc1)[C@@H](Cl)N(C)C
E_LUMO (eV): 0.81
E_HOMO (Ha): -0.3113

The geometry in ORCA input format:
```
! RIJCOSX wB97M-V def2-TZVPD def2/J DEFGRID3
* xyz 0 1
C 4.7163 -0.4310 -1.3007
C 3.6525 0.5576 -0.9244
O 2.6934 -0.2065 -0.1327
C 1.5567 0.4788 0.0686
O 1.5227 1.7007 0.0739
C 0.3015 -0.3997 0.1741
C -0.5633 0.0734 1.3112
C -0.9137 1.4214 1.4150
C -1.6095 1.8850 2.5362
C -1.9194 1.0097 3.5798
C -1.6623 -0.3576 3.4286
C -0.9874 -0.8301 2.2982
C -0.3429 -0.2611 -1.2012
Cl 0.7737 -1.1272 -2.3833
N -1.7147 -0.6752 -1.3233
C -2.7313 0.3483 -1.2666
C -2.0754 -1.8159 -2.1436
H 5.4324 0.0356 -1.9781
H 5.2481 -0.7639 -0.4042
H 4.2860 -1.3034 -1.8028
H 4.0263 1.3827 -0.3052
H 3.1482 0.9576 -1.8149
H 0.6015 -1.4464 0.3401
H -0.5932 2.1134 0.6366
H -1.8813 2.9384 2.5854
H -2.3701 1.3862 4.4987
H -1.9722 -1.0654 4.1968
H -0.7668 -1.8946 2.1709
H -0.2707 0.8003 -1.5332
H -3.7069 -0.1541 -1.2618
H -2.6334 0.9541 -0.3593
H -2.6969 1.0223 -2.1403
H -3.1474 -1.9973 -1.9897
H -1.8989 -1.6356 -3.2183
H -1.5017 -2.7006 -1.8310
*
```



Record 5
The following is a quantum chemistry calculation of one molecule with the formula C4H3NOS at a distorted geometry, from the Open Molecules 2025 dataset.

Properties
Energy above the lowest of the compared OMol25 structures with the same formula, charge and spin (eV): 2.5624
Gap between HOMO and LUMO (spin up / spin down) (eV): 7.5 / 7.5
E_LUMO (spin up / spin down) (eV): -1.64 / -1.65
E_HOMO (spin up / spin down) (Ha): -0.3363 / -0.3363

The geometry in ORCA input format:
```
! RIJCOSX wB97M-V def2-TZVPD def2/J DEFGRID3
* xyz 0 1
C 0.9818 0.3524 -0.4738
C 0.4719 -0.3699 -1.5071
C -1.2275 -0.6305 -0.0908
C 0.1020 0.3678 0.6772
N -0.7552 -0.9202 -1.2389
O -0.8044 0.8352 3.1184
S 0.3006 1.1014 2.1167
H 1.9226 0.7812 -0.5869
H 1.1008 -0.7288 -2.3690
H -2.0927 -0.7886 0.3542
*
```



Record 6
The following is a quantum chemistry calculation of one molecule with the formula C5H6O, from the Open Molecules 2025 dataset.

Properties
Energy above the lowest of the compared OMol25 structures with the same formula, charge and spin (eV): 1.7134
Gap between HOMO and LUMO (eV): 10.7
SMILES: C#CC(=O)CC
E_LUMO (eV): 0.35
E_HOMO (Ha): -0.3793

The geometry in ORCA input format:
```
! RIJCOSX wB97M-V def2-TZVPD def2/J DEFGRID3
* xyz 0 1
C -0.6449 0.1431 2.9798
C -0.6777 -0.0854 1.7977
C -0.6761 -0.3811 0.3627
O -1.3599 -1.2706 -0.0937
C 0.2204 0.4931 -0.4907
C 0.6827 -0.2241 -1.7539
H -0.6290 0.3264 4.0320
H -0.3729 1.3837 -0.7419
H 1.0610 0.8493 0.1143
H 1.2487 0.4519 -2.4018
H -0.1765 -0.6128 -2.3058
H 1.3243 -1.0736 -1.4987
*
```



| no. | total energy (eV) |
| --- | --- |
| 1 | -8407.94040 |
| 2 | -9269.72983 |
| 3 | -138985.45541 |
| 4 | -31880.26945 |
| 5 | -18565.69041 |
| 6 | -7327.57115 |